No. 1
A cluster of 4 separate species, C18H41ClN5O7P2 in total at a distorted geometry, computed with the ωB97M-V functional and the def2-TZVPD basis.

The geometry in ORCA input format:
```
! RIJCOSX wB97M-V def2-TZVPD def2/J DEFGRID3
* xyz 0 2
C 2.273 -4.083 1.288
C 2.493 -3.253 0.019
C 3.754 -3.833 -0.665
C 2.761 -1.771 0.453
C 2.088 -0.610 -0.345
P 3.377 0.436 -1.258
O 4.532 0.436 -0.101
Cl 4.198 -0.983 -2.555
P 1.278 0.597 0.791
N 0.030 1.274 0.149
O 2.406 1.659 1.164
O 0.956 -0.105 2.203
C 1.093 -1.063 -1.425
C 0.359 -2.355 -1.064
C -0.573 -2.682 -2.236
C -0.503 -2.254 0.199
N 1.384 -3.425 -0.965
O 0.921 -4.616 -0.991
H 3.143 -3.906 1.927
H 2.247 -5.145 1.067
H 1.398 -3.768 1.852
H 4.660 -3.522 -0.148
H 3.710 -4.922 -0.596
H 3.786 -3.584 -1.720
H 3.836 -1.619 0.405
H 2.513 -1.689 1.511
H 5.403 0.509 -0.499
H -0.821 1.140 0.678
H 2.224 2.015 2.038
H 0.014 -0.265 2.292
H 0.348 -0.298 -1.630
H 1.636 -1.255 -2.352
H -1.069 -3.634 -2.111
H -1.353 -1.916 -2.235
H -0.061 -2.605 -3.195
H -1.332 -2.953 0.130
H -0.934 -1.249 0.215
H 0.054 -2.387 1.123
C -2.073 -4.754 -5.963
C -2.558 -5.163 -4.592
O -2.691 -4.355 -3.689
N -2.838 -6.478 -4.393
C -2.735 -7.572 -5.338
H -1.894 -3.684 -5.954
H -1.144 -5.266 -6.215
H -2.820 -4.982 -6.724
H -3.152 -6.684 -3.458
H -3.707 -8.047 -5.478
H -2.034 -8.325 -4.974
H -2.386 -7.212 -6.300
C 0.921 4.423 0.572
C 0.417 5.427 1.578
O -0.269 5.090 2.534
N 0.752 6.733 1.398
C 1.548 7.312 0.333
H 0.567 3.438 0.851
H 0.547 4.657 -0.425
H 2.012 4.415 0.558
H 0.385 7.348 2.107
H 2.429 7.808 0.743
H 0.965 8.049 -0.221
H 1.874 6.541 -0.356
C -2.407 4.973 4.710
C -3.890 4.696 4.712
O -4.354 3.605 4.426
N -4.719 5.726 5.049
C -4.361 7.080 5.414
H -1.885 4.071 4.414
H -2.154 5.757 4.000
H -2.074 5.269 5.707
H -5.696 5.478 5.031
H -4.715 7.313 6.420
H -4.807 7.795 4.720
H -3.283 7.204 5.391
*
```

Results
DFT total energy = -72215.89374 eV
Strongest force on any atom = 2.19 eV Å⁻¹
HOMO level (alpha / beta) = -8.0279 / -8.8956 eV

No. 2
A cluster of 7 separate species, C18H41F5NO8 in total, computed with the ωB97M-V functional and the def2-TZVPD basis.

The geometry in ORCA input format:
```
! RIJCOSX wB97M-V def2-TZVPD def2/J DEFGRID3
* xyz -1 1
C 0.918 -1.623 2.250
C 0.734 -0.476 2.883
N 0.172 0.691 2.244
C 1.040 1.897 2.483
C 2.564 1.692 2.197
O 2.859 0.852 1.326
O 3.294 2.462 2.872
C -1.148 0.930 2.641
F -1.522 2.187 2.350
F -1.395 0.777 3.993
C -2.214 0.042 1.945
F -2.165 0.180 0.620
F -2.078 -1.254 2.230
F -3.448 0.403 2.343
H 1.364 -2.470 2.761
H 0.656 -1.725 1.201
H 1.027 -0.354 3.926
H 0.722 2.672 1.785
H 0.911 2.242 3.516
C 0.872 2.043 -2.460
C 0.348 1.846 -1.049
O 0.130 3.089 -0.388
H 1.807 2.606 -2.431
H 1.062 1.080 -2.940
H 0.156 2.587 -3.080
H 1.075 1.315 -0.433
H -0.578 1.262 -1.069
H -0.528 3.595 -0.879
C 0.816 -4.794 6.501
C 1.674 -4.426 5.307
O 1.886 -3.028 5.186
H -0.145 -4.281 6.443
H 0.632 -5.868 6.534
H 1.301 -4.493 7.434
H 1.178 -4.720 4.382
H 2.634 -4.956 5.351
H 2.338 -2.714 5.976
C 0.085 0.328 -7.331
C -0.555 0.215 -5.961
O -0.844 1.488 -5.398
H 0.987 0.935 -7.277
H 0.346 -0.655 -7.728
H -0.591 0.811 -8.043
H 0.134 -0.255 -5.260
H -1.460 -0.402 -5.999
H -1.478 1.935 -5.967
C -3.339 -8.506 5.936
C -2.414 -7.419 5.424
O -1.059 -7.632 5.803
H -3.275 -8.579 7.022
H -4.374 -8.298 5.660
H -3.067 -9.477 5.514
H -2.683 -6.454 5.853
H -2.495 -7.330 4.336
H -0.765 -8.467 5.423
C 4.543 3.530 -7.171
C 3.298 2.668 -7.118
O 2.832 2.299 -8.416
H 4.357 4.432 -7.755
H 4.853 3.821 -6.167
H 5.371 2.989 -7.636
H 2.473 3.211 -6.660
H 3.479 1.774 -6.512
H 3.525 1.791 -8.851
C -2.871 6.650 -0.813
C -3.149 5.382 -1.598
O -2.561 4.235 -1.003
H -1.797 6.803 -0.709
H -3.304 7.520 -1.310
H -3.299 6.584 0.190
H -2.711 5.447 -2.595
H -4.229 5.237 -1.718
H -2.915 4.123 -0.114
*
```

Results
DFT total energy = -50788.32085 eV
Strongest force on any atom = 0.67 eV Å⁻¹
HOMO level = -4.2774 eV

No. 3
A structure of composition C18H41N2OP3STi at a distorted geometry, computed with the ωB97M-V functional and the def2-TZVPD basis.

The geometry in ORCA input format:
```
! RIJCOSX wB97M-V def2-TZVPD def2/J DEFGRID3
* xyz 4 1
Ti -1.149 0.394 -0.866
P -1.113 -1.840 0.691
P 3.729 0.711 2.229
P -3.295 0.176 -1.721
H 0.258 0.693 -3.346
C -0.689 1.126 -3.006
C -0.711 2.036 -1.889
H 0.212 2.546 -1.572
C -0.762 -3.473 -0.101
C -0.140 -2.096 2.245
C -2.816 -2.125 1.357
C 5.491 0.683 2.300
C 2.829 0.779 3.786
C 3.138 -0.695 1.307
C -3.776 1.365 -3.015
C -4.506 0.584 -0.447
C -3.757 -1.449 -2.374
H -1.320 1.272 -3.892
H -1.681 2.452 -1.605
H -0.976 -4.263 0.619
H 0.290 -3.484 -0.387
H -1.393 -3.571 -0.985
H -0.692 -2.831 2.852
H -0.062 -1.157 2.800
H 0.850 -2.463 1.974
H -2.749 -2.993 2.021
H -3.488 -2.324 0.520
H -3.133 -1.244 1.915
H 5.794 -0.194 2.866
H 5.830 1.610 2.780
H 5.861 0.630 1.270
H 2.740 -0.244 4.158
H 1.842 1.206 3.660
H 3.366 1.346 4.554
H 3.788 -1.580 1.501
H 3.227 -0.482 0.241
H 2.111 -0.864 1.582
H -4.736 1.020 -3.416
H -2.994 1.477 -3.769
H -3.934 2.340 -2.547
H -5.454 0.563 -0.996
H -4.333 1.598 -0.069
H -4.520 -0.102 0.410
H -4.556 -1.226 -3.083
H -4.093 -2.127 -1.584
H -2.924 -1.934 -2.898
C 2.648 1.007 -1.329
C 1.758 -0.085 -1.413
C 2.111 -1.255 -2.041
C 3.104 -1.253 -3.021
C 3.942 -0.090 -3.112
C 3.782 0.961 -2.207
S 2.733 2.392 -0.238
H 3.212 1.815 1.142
H 0.606 0.001 -1.338
H 1.465 -2.102 -1.850
H 3.304 -2.105 -3.656
H 4.692 -0.022 -3.867
H 4.486 1.793 -2.172
N -1.814 3.245 2.134
C -1.557 1.932 1.927
N -1.692 1.131 2.992
O -1.287 1.527 0.738
H -1.977 3.605 3.052
H -1.768 3.896 1.368
H -1.570 0.134 2.943
H -1.786 1.626 3.879
*
```

Results
DFT total energy = -86131.78570 eV
Strongest force on any atom = 3.18 eV Å⁻¹
HOMO level (alpha / beta) = -19.0048 / -19.0180 eV
ΔE to the lowest compared entry with this formula, charge and spin = 3.792 eV

No. 4
A structure of composition C18H42AsF6N6O10SY at a distorted geometry, computed with the ωB97M-V functional and the def2-TZVPD basis.

The geometry in ORCA input format:
```
! RIJCOSX wB97M-V def2-TZVPD def2/J DEFGRID3
* xyz 0 1
Y 15.279 9.553 -7.331
As 17.044 13.333 -5.909
F 18.781 13.041 -5.814
F 16.755 11.775 -6.671
F 15.313 13.600 -5.925
F 17.289 14.905 -5.188
F 17.249 14.050 -7.490
F 16.830 12.627 -4.307
S 12.610 8.221 -6.926
O 12.961 9.449 -7.619
O 11.750 8.344 -5.777
O 11.963 7.236 -7.805
O 14.033 7.879 -6.563
C 18.477 10.242 -8.771
O 17.357 9.987 -8.361
N 19.595 9.743 -8.225
C 20.840 9.874 -8.945
C 19.556 8.853 -7.104
H 18.636 10.877 -9.650
H 21.606 10.231 -8.257
H 20.843 10.465 -9.861
H 21.109 8.899 -9.378
H 19.765 7.841 -7.473
H 20.395 9.103 -6.445
H 18.642 8.942 -6.527
C 14.031 11.301 -4.411
O 14.329 10.898 -5.521
N 13.791 10.525 -3.329
C 13.788 11.049 -1.987
C 13.542 9.102 -3.341
H 14.150 12.355 -4.124
H 13.988 12.122 -1.993
H 14.560 10.570 -1.374
H 12.875 10.885 -1.408
H 14.338 8.626 -2.743
H 12.629 8.854 -2.798
H 13.559 8.600 -4.300
C 16.756 6.666 -8.414
O 16.494 7.513 -7.575
N 16.052 5.569 -8.664
C 16.352 4.712 -9.786
C 14.853 5.238 -7.902
H 17.613 6.797 -9.095
H 15.563 4.748 -10.539
H 16.440 3.689 -9.411
H 17.307 4.970 -10.241
H 14.433 6.060 -7.312
H 14.025 5.194 -8.619
H 14.964 4.354 -7.282
C 15.141 9.004 -10.790
O 15.001 8.921 -9.579
N 14.160 9.426 -11.589
C 14.059 9.027 -12.991
C 12.907 9.914 -11.031
H 16.028 8.693 -11.359
H 13.898 9.959 -13.546
H 13.116 8.511 -13.178
H 14.911 8.457 -13.343
H 13.043 10.133 -9.976
H 12.635 10.857 -11.518
H 12.068 9.242 -11.206
C 16.904 9.355 -4.232
O 16.580 9.314 -5.413
N 17.144 8.232 -3.547
C 17.438 8.344 -2.111
C 16.832 6.913 -4.085
H 16.985 10.274 -3.640
H 16.593 8.827 -1.609
H 18.302 8.987 -1.952
H 17.553 7.361 -1.669
H 17.273 6.891 -5.086
H 17.356 6.119 -3.562
H 15.765 6.745 -4.225
C 14.982 12.557 -9.130
O 14.944 11.465 -8.572
N 13.922 13.340 -9.204
C 13.741 14.414 -10.146
C 12.671 12.930 -8.550
H 15.849 12.939 -9.676
H 14.531 14.505 -10.891
H 13.611 15.414 -9.718
H 12.784 14.322 -10.667
H 12.093 12.265 -9.194
H 12.915 12.299 -7.696
H 12.038 13.755 -8.240
*
```

Results
DFT total energy = -137795.11753 eV
Strongest force on any atom = 4.15 eV Å⁻¹
HOMO level = -7.4779 eV
ΔE to the lowest compared entry with this formula, charge and spin = 0.000 eV

No. 5
A cluster of 12 separate species, C18H42Cl6F9N3O21PS4 in total at a distorted geometry, computed with the ωB97M-V functional and the def2-TZVPD basis.

The geometry in ORCA input format:
```
! RIJCOSX wB97M-V def2-TZVPD def2/J DEFGRID3
* xyz 1 1
N 3.640 -2.632 -0.982
H 4.095 -2.977 -1.815
H 2.732 -2.282 -1.252
H 4.189 -1.849 -0.657
H 3.608 -3.191 -0.142
N 2.379 -2.120 -4.467
H 3.126 -2.777 -4.291
H 1.726 -2.473 -5.153
H 2.873 -1.334 -4.865
H 1.868 -1.757 -3.676
N 2.949 1.226 -2.262
H 2.717 2.198 -2.117
H 2.149 0.655 -2.029
H 3.761 0.863 -1.782
H 3.290 1.031 -3.192
C 0.241 -0.795 -1.356
O 0.622 0.496 -1.024
O 1.363 -1.286 -2.049
C -0.292 -1.609 -0.098
F -1.123 -0.768 0.573
F -1.094 -2.646 -0.419
F 0.571 -1.988 0.860
C -0.443 1.480 -1.133
C 0.060 2.849 -0.650
H 1.020 3.101 -1.100
H -0.634 3.654 -0.892
H 0.161 2.738 0.430
H -1.287 1.149 -0.528
H -0.910 1.626 -2.107
H -0.639 -0.707 -1.992
P 3.485 -5.254 1.203
F 2.315 -6.403 1.493
F 2.356 -4.107 1.081
F 3.330 -5.126 2.852
F 4.590 -4.081 1.176
F 4.691 -6.350 1.406
F 3.448 -5.313 -0.388
C -1.482 -4.912 2.156
Cl -3.259 -4.512 2.179
Cl -1.351 -6.335 1.017
Cl -0.998 -5.338 3.804
H -0.876 -4.102 1.750
C -2.516 6.382 -1.673
Cl -1.497 5.283 -2.677
Cl -3.044 7.777 -2.598
Cl -1.575 6.742 -0.218
H -3.367 5.830 -1.276
C 2.140 7.738 -0.052
C 2.314 7.231 -1.455
C 3.750 7.503 -1.982
O 4.144 6.211 -2.260
C 3.321 5.273 -1.831
O 3.553 4.014 -1.809
O 2.235 5.849 -1.304
H 2.211 8.816 0.093
H 2.953 7.344 0.557
H 1.148 7.598 0.378
H 1.473 7.598 -2.043
H 4.420 7.878 -1.208
H 3.784 8.213 -2.809
C 4.046 -1.990 4.399
C 2.707 -1.936 3.663
O 1.713 -2.698 4.250
S 2.273 -3.500 5.611
O 1.962 -4.960 5.554
O 1.907 -2.819 6.871
O 3.876 -3.179 5.110
H 4.324 -1.193 5.089
H 4.889 -2.141 3.725
H 2.824 -2.292 2.639
H 2.410 -0.893 3.548
C -4.563 -4.396 -3.381
C -3.891 -4.635 -2.000
O -4.333 -3.511 -1.224
S -4.633 -2.213 -2.175
O -3.564 -1.189 -2.125
O -5.980 -1.715 -2.012
O -4.501 -3.081 -3.584
H -5.520 -4.905 -3.494
H -4.013 -4.775 -4.242
H -2.810 -4.525 -1.918
H -4.185 -5.502 -1.409
C -2.362 -0.558 3.791
C -0.909 -0.039 3.828
O -0.221 -0.632 4.963
S -1.240 -1.407 6.057
O -1.499 -0.651 7.267
O -0.944 -2.815 6.295
O -2.487 -1.366 4.927
H -2.470 -1.057 2.828
H -2.992 0.332 3.779
H -0.816 1.041 3.935
H -0.388 -0.402 2.942
C -5.812 1.728 -1.401
C -4.460 1.823 -0.634
O -3.811 2.807 -1.280
S -4.214 3.000 -2.906
O -3.176 2.459 -3.729
O -4.765 4.302 -3.224
O -5.433 1.922 -2.775
H -6.577 2.483 -1.222
H -6.254 0.731 -1.398
H -4.012 0.834 -0.729
H -4.509 2.185 0.393
*
```

Results
DFT total energy = -219027.75838 eV
Strongest force on any atom = 6.92 eV Å⁻¹
HOMO level = -11.7346 eV

No. 6
A cluster of 9 separate species, C18H43Br3F4N3O8 in total at a distorted geometry, computed with the ωB97M-V functional and the def2-TZVPD basis.

The geometry in ORCA input format:
```
! RIJCOSX wB97M-V def2-TZVPD def2/J DEFGRID3
* xyz 1 1
C -1.534 1.456 0.820
C -1.352 1.126 -0.452
N -0.679 0.715 -1.724
C -1.080 -0.609 -2.273
N -1.929 -1.524 -1.795
C -2.154 -2.815 -2.554
C -3.730 -3.095 -2.777
C -4.367 -2.361 -4.063
F -3.334 -1.932 -5.015
Br -5.568 -3.663 -5.031
C -5.247 -1.046 -3.737
F -4.380 0.118 -3.524
F -5.992 -0.731 -4.959
Br -6.604 -1.269 -2.312
N -0.265 -0.653 -3.543
C -0.074 0.764 -4.013
C 1.457 1.263 -3.787
F -0.603 0.732 -5.358
C -0.933 1.615 -2.895
Br -0.517 3.547 -2.716
H -1.702 1.477 1.972
H -2.395 -1.328 -0.876
H -1.748 -3.659 -1.856
H -1.547 -2.892 -3.526
H -4.263 -2.888 -1.780
H -3.832 -4.242 -2.970
H 0.585 -1.191 -3.294
H 2.163 0.451 -4.197
H 1.656 1.483 -2.665
H 1.664 2.227 -4.376
H -2.029 1.486 -3.278
C -9.428 -4.960 -4.200
O -8.384 -5.750 -4.748
H -9.271 -4.865 -3.125
H -9.417 -3.968 -4.657
H -10.390 -5.445 -4.383
H -8.548 -5.819 -5.699
C -4.260 4.273 -2.631
O -3.351 3.740 -3.583
H -4.045 5.333 -2.493
H -5.283 4.156 -2.995
H -4.140 3.752 -1.677
H -3.564 2.802 -3.686
C 5.313 -0.052 -3.878
O 4.697 0.984 -3.129
H 5.273 0.206 -4.938
H 6.355 -0.156 -3.570
H 4.778 -0.991 -3.714
H 4.747 0.730 -2.197
C -0.041 -1.025 3.296
O -0.676 0.002 4.040
H -0.070 -0.764 2.236
H 0.999 -1.121 3.617
H -0.569 -1.970 3.451
H -0.636 -0.255 4.976
C -0.201 1.329 7.629
O -1.043 0.721 6.660
H 0.737 0.774 7.680
H 0.005 2.362 7.339
H -0.689 1.304 8.606
H -1.864 1.232 6.636
C 3.345 1.743 7.621
O 2.943 1.205 8.872
H 2.523 1.642 6.912
H 3.592 2.802 7.741
H 4.213 1.196 7.249
H 3.688 1.307 9.480
C 6.971 0.960 8.432
O 6.568 1.082 7.077
H 6.280 0.289 8.946
H 7.980 0.544 8.480
H 6.948 1.941 8.913
H 7.196 1.680 6.646
C 8.776 0.833 -1.691
O 7.768 0.027 -1.099
H 9.200 0.299 -2.542
H 8.338 1.773 -2.035
H 9.563 1.033 -0.959
H 7.410 0.523 -0.350
*
```

Results
DFT total energy = -261193.96854 eV
Strongest force on any atom = 7.19 eV Å⁻¹
HOMO level = -11.5809 eV

Among the records above, which one has the lowest strongest force on any atom? C18H41F5NO8

Among the records above, which one has the lowest strongest force on any atom? C18H41F5NO8

strongest force on any atom of number 1 (C18H41ClN5O7P2)? 2.19 eV Å⁻¹

Which of these has the highest strongest force on any atom? C18H43Br3F4N3O8